No. 1
Density functional theory data (ωB97M-V/def2-TZVPD) for one molecule with the formula C6H11NO.

Results
Gap between HOMO and LUMO (eV): 10.25
Spin multiplicity: 1
DFT total energy (eV): -9936.527
Total charge: 0
SMILES: C=CCCNC(C)=O
E_LUMO (eV): 0.9
Energy above the lowest of the compared OMol25 structures with the same formula, charge and spin (kcal/mol): 44.5

```
19
Properties=species:S:1:pos:R:3:forces:R:3
O 1.9110 1.8272 1.9355 0.142 1.636 0.790
C 0.7779 1.4642 1.6799 2.403 -1.894 -0.412
N 0.7774 0.2918 0.9537 -3.532 -0.443 -0.830
C -0.4764 -0.2528 0.2609 3.556 -0.539 0.686
C -0.2163 -0.2306 -1.2323 1.476 -2.413 0.238
C 0.2901 -1.6142 -1.6279 1.405 0.235 1.537
C -0.1270 -2.3111 -2.6476 -1.936 -0.335 -1.833
C -0.4515 2.1103 2.2435 0.640 1.596 -1.586
H 1.6521 -0.0660 0.5759 -0.171 0.644 0.496
H -1.2758 0.3170 0.5995 -1.561 0.838 0.443
H -0.5174 -1.2911 0.6105 -0.689 0.230 -0.088
H 0.6634 0.3442 -1.4124 0.188 1.337 -0.264
H -1.0061 -0.0127 -1.8843 -1.274 0.773 -0.672
H 1.1455 -2.0129 -0.9746 -1.388 0.396 -0.869
H 0.1315 -3.3328 -2.8537 0.616 -0.190 0.024
H -0.9237 -1.9432 -3.3651 0.911 -0.167 1.090
H -1.1835 1.4488 2.4907 -1.953 -2.489 0.627
H -0.1797 2.5476 3.2095 0.031 0.789 -0.738
H -0.9916 2.7165 1.4382 1.135 -0.003 1.361
```
Forces are in eV/Å.

=====

No. 2
Density functional theory data (ωB97M-V/def2-TZVPD) for an isolated ion of composition C4H7N2 and charge +1.

Results
Gap between HOMO and LUMO (eV): 10.75
Spin multiplicity: 1
DFT total energy (eV): -7231.344
Total charge: +1
SMILES: N/C=[N+]1\[C@@H]2C[C@@H]21
E_LUMO (eV): -3.7
Energy above the lowest of the compared OMol25 structures with the same formula, charge and spin (kcal/mol): 101.3

```
13
Properties=species:S:1:pos:R:3:forces:R:3
C 1.6856 0.2851 -0.6664 2.204 -0.626 3.537
C -1.4111 -0.6377 -0.0824 0.517 -1.943 0.734
C 1.1668 -0.8004 0.3056 0.416 2.372 -1.980
C 0.9046 0.6487 0.4996 -2.004 0.426 1.203
N -2.2787 0.3475 -0.2585 2.795 -1.296 0.147
N -0.1717 -0.3935 0.3221 -1.997 0.231 -0.113
H 2.7053 0.5041 -0.3421 0.268 -0.134 -0.641
H 1.5488 0.4257 -1.6630 -1.219 0.157 -2.699
H -1.8493 1.1457 0.0849 0.072 2.566 0.273
H -1.7472 -1.7300 -0.0956 0.611 1.662 -0.440
H 1.7545 -1.4730 0.8168 0.499 -1.585 1.337
H 0.9336 1.3825 1.3643 0.019 -1.300 -1.269
H -3.2413 0.2953 -0.2853 -2.182 -0.531 -0.090
```
Forces are in eV/Å.

=====

No. 3
Density functional theory data (ωB97M-V/def2-TZVPD) for an isolated ion of composition C3H10N3O2 and charge +1.

Results
Gap between HOMO and LUMO (eV): 10.23
Spin multiplicity: 1
DFT total energy (eV): -11826.353
Total charge: +1
SMILES: CNN/[N+](O)=C/OC
E_LUMO (eV): -3.4
Energy above the lowest of the compared OMol25 structures with the same formula, charge and spin (kcal/mol): 181.8

```
18
Properties=species:S:1:pos:R:3:forces:R:3
C -1.8351 -0.9444 2.6277 0.198 -3.094 2.449
C -0.4545 1.3814 -3.3320 3.247 3.394 -3.699
C -0.3782 0.9653 -1.0930 1.174 -0.905 -0.680
N -0.3660 0.1464 -0.1151 -0.735 0.515 -1.107
N -0.1194 0.3264 1.5334 1.952 1.213 -0.173
N -0.5068 -0.7103 2.1406 -2.861 1.614 1.129
O -0.2402 -1.1645 -0.3255 -0.191 -0.728 -0.097
O -0.1885 0.4878 -2.3351 -0.073 -0.923 2.723
H -1.9257 -2.0949 2.6951 0.048 1.719 -0.033
H -1.9126 -0.6131 3.6939 -0.263 0.124 -1.055
H -2.6328 -0.6740 2.0048 -0.978 0.997 -0.953
H -1.2908 1.1301 -3.9094 -1.839 -0.184 -0.106
H 0.3693 1.3237 -4.2023 -1.264 0.003 2.290
H -0.4114 2.4720 -2.9702 -0.433 -1.645 -0.586
H -0.2748 2.0284 -0.9376 -0.527 0.176 0.236
H -0.7255 1.1156 1.6913 -0.348 0.301 0.294
H -0.0315 -1.5193 2.0584 2.853 -2.589 -0.379
H 0.1600 -1.3082 -1.1952 0.041 0.010 -0.255
```
Forces are in eV/Å.

=====

No. 4
Density functional theory data (ωB97M-V/def2-TZVPD) for a 2-piece molecular cluster, C2H7N overall.

Results
Gap between HOMO and LUMO (alpha / beta) (eV): 3.36 / 7.58
Spin multiplicity: 2
DFT total energy (eV): -3675.171
Expectation value of S²: 0.753
Total charge: -1
E_LUMO (alpha / beta) (eV): 4.4 / 4.3
Energy above the lowest of the compared OMol25 structures with the same formula, charge and spin (kcal/mol): 2.2

```
10
Properties=species:S:1:pos:R:3:forces:R:3
C -1.6875 0.5811 0.4084 0.363 0.875 -0.387
H -0.7883 -0.0350 0.4081 -0.274 -0.450 -0.158
H -2.5040 0.2490 1.0427 0.137 -0.054 0.261
H -2.0692 0.7261 -0.6024 0.079 -0.367 -0.106
H -1.2999 1.5664 0.6829 -0.341 0.028 0.382
C 1.4434 -0.7775 -0.7453 0.352 -0.089 0.416
N 2.3254 0.0639 -0.1490 0.207 0.547 -0.086
H 0.9450 -0.4231 -1.6418 -0.215 -0.268 -0.004
H 1.0663 -1.6149 -0.1543 -0.451 -0.155 -0.476
H 2.5687 -0.3360 0.7508 0.144 -0.067 0.157
```
Forces are in eV/Å.

=====

No. 5
Density functional theory data (ωB97M-V/def2-TZVPD) for an isolated ion of composition C14H16N and charge +1.

Results
Gap between HOMO and LUMO (alpha / beta) (eV): 7.64 / 5.83
Spin multiplicity: 1
DFT total energy (eV): -16255.180
Total charge: +1
E_LUMO (alpha / beta) (eV): -4.0 / -5.2
Energy above the lowest of the compared OMol25 structures with the same formula, charge and spin (kcal/mol): 149.9

```
31
Properties=species:S:1:pos:R:3:forces:R:3
C 2.6100 2.0080 -1.1473 1.403 0.029 -1.123
C 1.3264 2.5447 -0.8888 2.112 -2.428 1.350
C 2.8910 0.7154 -0.6461 -1.330 2.351 -0.877
C 0.4474 1.9250 -0.0448 0.263 1.017 -1.568
C 1.8893 0.1355 0.0935 2.306 -2.137 1.683
C -1.7590 0.2203 0.7858 0.156 0.283 0.916
C -2.7128 -0.1856 1.7539 0.754 0.157 0.197
C 1.4616 -2.3287 -1.2686 -0.430 -0.682 -1.291
C 3.0328 -1.1750 1.8458 0.289 -0.953 -0.263
C 2.2456 -2.2948 -0.2335 -0.240 0.255 3.196
C 2.3148 -1.1555 0.7347 0.068 -0.466 -1.797
C -2.2026 0.8233 -0.3531 -0.651 -0.802 -1.053
C -0.2886 -0.0656 0.9450 -2.311 -1.070 0.375
C -3.6829 0.8978 -0.7167 0.428 1.261 -0.862
N 0.6989 0.6585 0.3923 -0.853 1.792 -0.620
H 3.4184 2.5829 -1.7813 -1.951 -1.199 1.330
H 1.0803 3.4292 -1.3090 -0.851 2.808 -1.041
H 3.7804 0.1593 -0.8941 0.110 0.062 0.287
H -0.5122 2.3921 0.0765 -0.070 -0.304 0.696
H -2.4299 -0.8019 2.5980 -0.080 0.146 0.005
H -3.7241 0.2192 1.6941 0.510 -0.527 0.170
H 1.4566 -3.1910 -1.9332 -0.419 0.189 0.249
H 0.7591 -1.5445 -1.3764 -0.378 0.926 -1.065
H 3.6728 -1.9782 2.1635 -0.356 -0.899 -0.263
H 3.1648 -0.3936 2.5172 -0.175 1.865 0.736
H 2.4947 -3.2103 0.2407 1.506 -0.942 -0.230
H -1.4269 1.0476 -1.1102 -1.070 0.037 0.140
H -0.0401 -1.0683 1.2149 0.370 -0.327 0.386
H -3.8598 0.5288 -1.7666 0.042 -0.316 1.285
H -3.8902 1.9622 -0.8825 -0.030 0.174 0.114
H -4.4321 0.6083 0.0583 0.878 -0.301 -1.062
```
Forces are in eV/Å.

=====

No. 6
Density functional theory data (ωB97M-V/def2-TZVPD) for a 7-piece molecular cluster, C24H58BF4NO14P2S3 overall.

Results
Gap between HOMO and LUMO (eV): 9.47
Spin multiplicity: 1
DFT total energy (eV): -118623.012
Total charge: 0
E_LUMO (eV): -0.4
Energy above the lowest of the compared OMol25 structures with the same formula, charge and spin (kcal/mol): 12.2

```
107
Properties=species:S:1:pos:R:3:forces:R:3
N -1.9732 1.2517 -3.4603 0.717 -1.336 -0.033
H -2.2280 0.8652 -4.3657 -0.329 0.144 0.090
H -1.9198 0.4998 -2.7586 -0.412 -0.124 -0.002
H -2.5991 1.9776 -3.1281 0.267 0.265 -0.120
H -0.9679 1.5282 -3.5161 -0.427 1.309 -0.019
B -1.4287 -0.5535 -0.7604 -0.060 -0.578 1.813
F -2.0702 0.7218 -0.7553 -0.123 -0.082 -0.787
F -2.3701 -1.5420 -0.4191 0.609 0.318 -0.212
F -0.8889 -0.8743 -2.0119 -0.029 0.494 -0.591
F -0.4258 -0.4643 0.2161 0.153 -0.269 -0.456
C -5.1341 -3.7483 -4.0920 0.436 0.904 -0.536
C -5.1229 -2.7616 -2.9125 -0.560 -1.775 0.983
C -4.2012 -3.3735 -1.8528 0.649 -0.051 -1.275
S -4.3822 -5.1873 -1.9754 0.260 0.852 1.988
O -5.3510 -5.5824 -0.9618 0.224 -0.051 -1.044
O -3.0582 -5.7938 -1.9261 -1.011 0.247 -0.507
C -5.0474 -5.2118 -3.6706 0.620 -0.250 0.753
H -4.2295 -3.4907 -4.6504 -0.146 -0.278 -0.334
H -6.0015 -3.4642 -4.6879 0.068 -0.579 -0.296
H -6.1323 -2.7503 -2.4901 0.007 0.383 -0.107
H -4.8076 -1.7744 -3.2378 -0.033 -0.037 0.028
H -4.3499 -3.0006 -0.8467 0.251 -0.654 -0.238
H -3.1771 -3.1851 -2.1800 0.141 -0.062 0.376
H -5.9528 -5.8118 -3.6846 -0.141 0.207 0.054
H -4.2303 -5.7698 -4.1278 -0.291 0.111 -0.584
C -5.8917 -0.4967 1.3420 0.016 -1.804 0.078
C -5.1359 -0.8963 0.0525 -0.691 0.124 -0.614
C -5.8474 -0.2264 -1.1288 -0.809 -0.452 -0.726
S -7.5286 0.3014 -0.5793 1.189 1.774 0.567
O -8.4697 -0.7709 -0.5252 -0.102 -1.117 -0.171
O -7.9530 1.5067 -1.2767 0.610 -0.628 0.514
C -6.9055 0.5884 1.1139 0.720 1.307 0.035
H -5.1772 -0.4289 2.1592 -0.278 0.836 0.130
H -6.5084 -1.3655 1.6033 0.217 -0.128 -0.003
H -5.1679 -1.9856 0.0138 -0.260 0.448 -0.030
H -4.0904 -0.6242 -0.0892 -0.299 0.140 0.910
H -6.0172 -0.8331 -2.0226 -0.121 0.029 0.513
H -5.2373 0.6017 -1.4879 -0.521 0.547 0.273
H -7.6533 0.5976 1.9029 -0.396 -0.064 -0.396
H -6.4131 1.5668 1.1165 -0.180 0.053 -0.210
C -0.8642 0.8465 3.8200 0.226 -0.024 -1.051
C -1.4782 1.7497 4.9215 -0.327 -1.445 0.689
C -2.1664 2.9207 4.2806 0.166 0.254 -1.111
S -2.8473 2.3334 2.6865 -0.220 -0.560 0.228
O -2.5564 3.3110 1.6742 -0.216 0.543 -0.256
O -4.2208 1.8522 2.8039 1.073 0.303 0.235
C -1.7039 0.9481 2.5035 -0.822 -0.394 0.760
H -0.8438 -0.2148 4.0611 -0.141 0.096 0.519
H 0.1848 1.0708 3.6227 -0.070 0.417 -0.121
H -0.7910 2.0749 5.7040 0.422 0.093 -0.423
H -2.1314 1.0818 5.4920 -0.567 0.385 -0.172
H -1.3953 3.5997 3.9058 -0.055 0.172 0.134
H -2.8936 3.5037 4.8382 -0.144 -0.285 0.095
H -1.1856 0.9278 1.5485 0.250 0.659 0.263
H -2.4112 0.1205 2.3955 0.160 -0.185 0.322
C 4.9641 3.3549 -3.6593 -0.453 0.379 0.184
C 3.6988 3.9338 -3.0011 1.530 0.254 -0.505
O 2.5378 3.3797 -3.6522 -0.710 -0.210 1.072
P 1.3199 2.8765 -2.7503 0.370 0.825 -0.027
O 0.0358 2.9948 -3.4726 0.235 -0.736 -0.276
O 1.3301 3.7531 -1.4135 0.035 -1.158 -0.894
C 0.3961 3.1993 -0.4331 -1.746 0.649 -0.184
C 0.0138 4.3112 0.5354 1.190 -0.129 1.233
O 1.6953 1.4125 -2.2552 -0.055 0.686 0.034
C 2.0532 0.3503 -3.1553 -0.013 -0.305 -0.278
C 2.8167 -0.6817 -2.3890 -0.009 -0.504 1.098
H 4.8469 2.2728 -3.6974 0.165 -0.012 -0.423
H 5.1125 3.8416 -4.6221 -0.172 -0.558 -0.310
H 5.8878 3.5649 -3.1185 -0.255 0.099 0.414
H 3.7474 3.7564 -1.9293 -0.498 -0.111 0.024
H 3.6618 5.0031 -3.1970 -0.072 0.093 0.286
H -0.5896 2.9863 -0.8699 0.383 -0.167 -0.700
H 0.7442 2.2034 -0.1596 0.377 0.461 0.952
H -0.2988 3.9142 1.4990 -0.076 -0.256 -0.130
H 0.8630 4.9563 0.7758 0.097 -0.022 -0.249
H -0.8131 4.9368 0.2133 0.053 -0.152 -0.430
H 1.1462 -0.0734 -3.5924 -0.021 0.065 0.059
H 2.6976 0.7144 -3.9596 -0.197 0.316 0.005
H 3.0907 -1.5139 -3.0367 0.336 0.180 -0.056
H 3.6660 -0.2248 -1.8741 0.328 -0.065 -0.535
H 2.2735 -1.1313 -1.5521 -0.507 0.165 -0.288
C 8.7984 -0.9188 0.7524 -0.368 -0.523 -0.385
C 7.6064 -1.8683 0.7289 0.272 0.661 -1.222
O 6.5552 -1.3601 1.5518 0.110 -0.358 0.442
P 5.4917 -2.3033 2.2653 -1.131 0.836 0.779
O 5.1383 -3.5581 1.6103 0.390 0.138 0.023
O 4.2476 -1.2661 2.4603 1.400 -0.471 0.271
C 4.0068 -0.2697 1.4579 -1.443 -0.216 -0.141
C 2.4779 -0.0983 1.3184 1.157 -1.105 -0.001
O 6.0457 -2.4810 3.7498 -0.851 0.242 -0.882
C 6.6182 -1.3856 4.4759 0.650 -0.291 1.396
C 6.0652 -1.4101 5.9011 -0.379 -0.229 0.353
H 9.5420 -1.4327 0.1384 0.283 0.299 0.122
H 8.5424 0.0202 0.2643 0.048 0.095 0.150
H 9.1920 -0.7345 1.7494 -0.009 -0.074 0.031
H 7.1926 -1.8544 -0.2853 0.162 -0.176 -0.011
H 7.9496 -2.8919 0.8876 -0.512 -0.023 0.752
H 4.4147 0.6997 1.7502 0.503 -0.230 0.012
H 4.4332 -0.6510 0.5304 0.021 0.501 -0.187
H 2.2982 0.6476 0.5477 -0.387 0.186 0.242
H 2.0531 -1.0539 1.0103 -0.074 0.095 -0.230
H 2.0467 0.0837 2.3009 -0.077 0.586 -0.110
H 7.6827 -1.6056 4.3886 0.143 0.459 0.442
H 6.4473 -0.3528 4.1688 -0.359 -0.376 -1.094
H 6.4248 -2.1796 6.5852 0.275 -0.213 -0.413
H 6.1959 -0.4661 6.4328 0.195 0.125 -0.275
H 4.9862 -1.5664 5.8283 -0.002 0.072 -0.071
```
Forces are in eV/Å.

=====

Which value of total charge does entry 5 give? +1